Entry 1:
Density functional theory data (wB97M-V/def2-TZVPD) for a 8-piece molecular cluster, C14H39BF4NO6 overall in a non-equilibrium geometry.

```
65
Properties=species:S:1:pos:R:3:forces:R:3
C -2.4535 3.5998 1.3822 2.75 0.81 -1.92
C 0.8107 2.0171 2.3277 0.25 -1.45 -3.18
H -3.4534 -2.1627 -1.0985 -0.25 1.94 2.76
H 3.1675 -3.0190 -0.1841 -2.70 -3.37 -1.67
O 3.6975 -1.1722 -1.0513 10.62 -6.24 -0.79
H -1.4238 4.0927 1.5916 -1.52 -0.95 0.63
H 0.7614 -3.2643 -1.6111 0.66 2.18 3.25
H 1.5863 4.3931 -0.9709 -1.74 -0.03 -0.74
H -4.5761 -3.2862 -3.7512 1.30 0.80 2.22
C 5.1630 -2.6713 0.1333 -1.34 -0.43 2.23
H 2.2339 2.0794 -1.0502 0.69 0.66 1.65
H -0.1094 -1.4873 1.9929 -0.52 0.32 -0.95
H 5.6915 -1.7828 0.4605 0.77 -0.15 -0.42
O -2.4862 -1.4057 -2.8772 0.90 1.35 2.61
H 0.8425 2.4725 4.3574 4.50 1.64 4.68
H -3.3964 5.4451 1.4760 1.07 1.99 -0.39
C -4.4857 -2.8236 -2.6330 -0.83 1.67 -5.38
C 3.7505 -2.2195 -0.0798 1.15 4.59 1.24
C -3.1434 -2.3857 -2.0469 -0.93 0.65 -3.43
C -1.9933 -2.3872 2.2668 0.55 0.35 1.53
H 3.2875 -1.7256 0.7790 0.53 -0.28 0.82
H 5.0696 -3.3595 1.0696 0.66 0.71 -1.83
O 2.6175 2.7801 -0.4282 -0.41 -2.99 -2.50
H -0.4629 2.8643 3.5785 -1.25 1.28 0.30
H -1.8189 2.6238 -0.1727 -1.57 2.38 -0.11
C 2.8437 3.8794 -2.7257 -0.56 0.26 3.35
C -2.3932 -3.7520 2.8637 1.14 -2.14 -7.54
H 2.0240 3.2887 -3.1591 0.36 0.64 -0.44
H 2.9608 -0.8008 -1.0346 -10.30 5.18 0.17
H -2.9069 -1.8089 2.6911 2.03 0.34 -0.64
H -5.0277 -3.5620 -2.1296 -0.75 -0.74 1.56
H 3.7665 3.3315 -2.7354 0.64 -0.05 -0.78
H -3.4634 -3.9169 2.6587 0.50 -0.25 -0.17
C 0.6254 -3.5358 -2.5623 0.96 -1.59 -4.86
O -0.6158 -1.9555 2.6537 -2.34 -1.24 1.51
H -2.5020 -3.1734 -1.8924 1.60 -2.32 0.03
C 2.5291 3.9411 -1.1836 -0.18 1.92 0.72
F -0.3528 -1.1010 -1.5292 0.60 1.43 -0.17
H -2.5568 2.6553 1.8426 0.28 -1.28 0.60
H -0.4055 1.2367 3.9780 1.22 0.37 -0.04
C 1.6465 -3.0711 -3.6271 3.83 2.02 -2.63
H 2.9398 4.9617 -2.9306 -0.13 -0.82 -0.91
H 2.1272 2.5869 1.1617 0.47 0.89 0.28
F 0.4535 -0.3682 0.3978 0.97 -0.78 0.97
F -0.4953 1.1661 -0.7783 -0.97 0.97 -1.21
H -3.3328 4.4916 2.8646 0.01 0.48 3.72
H -4.5526 4.4319 1.6318 -0.17 -1.62 0.04
H 1.2541 1.0194 2.1511 -0.74 -0.01 0.07
H 3.0303 4.6722 -0.5420 1.44 0.15 -0.84
H 0.0529 2.2130 1.4005 1.02 -0.76 2.54
C -3.4910 4.4839 1.8715 -1.86 0.95 -2.30
N 2.5111 -2.6944 -4.4053 -5.41 -2.44 4.64
F 1.5010 0.3570 -1.5115 0.24 0.07 -0.59
H -1.7537 -0.8751 -2.2772 -2.47 -2.27 -2.04
H -1.9921 -2.3244 1.2203 -0.48 -0.14 -1.53
H -5.1358 -1.8953 -2.9079 0.95 -1.36 1.30
B 0.2931 0.0575 -0.9186 -0.68 -1.37 1.36
H 0.7192 -4.5937 -2.4826 0.58 -1.25 -0.31
H -0.3824 -3.4786 -2.9147 -0.56 1.00 -0.20
H -1.7137 -4.7082 2.6727 -1.44 1.97 -0.48
H 5.4629 -3.1563 -0.7905 0.70 -0.06 0.26
O -2.4099 3.4677 -0.0377 1.08 -2.81 -0.32
O 1.8926 2.8851 2.0628 -0.05 0.38 0.57
H -2.2818 -3.6698 3.7903 0.60 0.91 8.15
C 0.2550 2.0994 3.7024 -5.49 -2.02 -4.50
```
Forces are in eV/Å.

F_max: 0.24010 hartree/bohr
Energy relative to the best compared isomer or geometry (same formula, charge and spin): 24.5 kcal/mol
Kohn-Sham gap: 9.1 eV
LUMO energy: 2.713 eV
Energy: -40472.6521 eV
Total charge: -1

Mulliken atomic charge list, values in e, 2 entries: 0.273 1.039

---

Entry 2:
Density functional theory data (wB97M-V/def2-TZVPD) for one molecule with the formula C26H32N4O3.

```
65
Properties=species:S:1:pos:R:3:forces:R:3
N -1.2634 1.1265 -1.9720 -0.16 -0.04 -0.42
C 6.3887 1.2240 1.0517 0.06 0.10 0.03
O -0.9154 -1.0900 -2.2533 -0.06 -0.08 -0.03
C 2.1432 0.6366 -1.5134 -0.04 0.01 -0.02
H -4.9750 -2.2878 -0.7248 -0.06 0.10 -0.07
H 1.1615 0.3692 1.0881 0.08 0.01 0.07
C -1.5957 -2.5116 0.3658 -0.35 -0.26 0.18
H -3.2997 -1.2774 0.8345 -0.03 0.08 0.04
H -1.1034 3.4519 1.6977 0.03 0.01 -0.10
H -4.1643 2.1568 -0.2045 -0.05 -0.09 -0.10
C -4.5260 -3.2627 -0.5456 0.05 -0.11 0.20
H 1.3626 0.0373 -4.7432 -0.02 0.01 -0.09
C 2.7319 -0.9342 0.3648 -0.08 0.08 0.03
O 0.7418 -2.8044 1.7258 0.23 -0.19 0.12
C 4.0120 1.0462 1.3436 -0.07 -0.09 0.02
H -2.6761 -2.2191 2.1958 0.04 0.07 0.03
H -1.0367 -0.0618 2.4599 -0.02 0.05 0.01
H -1.2667 1.2213 -2.9814 0.00 0.01 0.19
H -1.7598 4.1397 0.2024 0.10 -0.13 0.21
C 1.8067 -1.4600 -3.2802 0.09 0.01 -0.12
C 2.3281 -0.6671 -1.0694 -0.03 -0.17 -0.08
N -1.3168 0.8223 2.0663 0.08 0.13 -0.09
C -3.2564 3.2169 1.4482 0.04 -0.01 -0.19
C -1.0145 -0.1591 -1.4834 -0.09 0.29 0.20
H 1.6658 -2.2826 -3.9644 -0.04 -0.08 -0.06
H -3.3543 2.3654 2.1239 -0.01 0.09 0.07
C -1.8311 3.2971 0.8949 -0.27 0.34 0.29
H -5.2948 -4.0214 -0.6720 -0.08 -0.05 -0.10
N -0.6316 -1.4399 0.5794 -0.42 0.23 -0.29
H -3.4949 -4.3128 1.0245 -0.03 -0.07 0.09
C 1.6328 -0.1588 -3.7160 0.04 -0.05 -0.12
C -0.9326 -0.2031 -0.0468 0.14 0.09 0.30
H 2.2839 1.4629 -0.8296 0.04 0.09 0.07
H 2.9545 -2.0014 0.4741 -0.02 0.11 -0.02
H -3.4413 4.1275 2.0206 0.03 -0.01 0.08
C -3.9443 -3.3315 0.8616 -0.01 0.25 -0.06
C 5.1994 1.7315 1.5413 0.08 0.12 0.03
C -4.2857 3.0958 0.3313 0.09 0.05 0.17
H -1.1608 1.6362 2.6338 -0.02 -0.01 -0.01
H 5.1987 -1.5933 -0.3763 -0.01 -0.11 -0.07
C -1.4453 2.2778 -1.2674 0.15 -0.25 -0.05
H 5.1924 2.6682 2.0804 0.00 0.06 0.04
H 7.3078 -0.3814 -0.0261 0.07 -0.04 -0.03
H -1.7791 -2.5911 -0.7067 0.06 -0.02 0.08
H 2.2801 -2.7301 -1.6270 0.02 -0.12 0.06
H -5.2920 3.1263 0.7407 -0.11 -0.04 -0.02
N -1.4679 2.1229 0.1165 0.10 0.07 0.14
C 1.5724 -0.6098 1.3230 0.24 -0.24 0.00
H 1.6582 1.9105 -3.1576 0.00 0.08 -0.04
C -2.8956 -2.2509 1.1253 0.10 -0.30 -0.04
C 0.5334 -1.7152 1.2255 0.24 0.27 0.12
H 3.0975 1.4654 1.7369 -0.12 0.01 0.04
O -1.5870 3.3547 -1.7979 -0.10 0.32 -0.22
H -1.1293 -3.4321 0.7209 -0.09 0.08 -0.09
C 5.1987 -0.6587 0.1661 0.00 0.02 0.05
C 2.1534 -1.7116 -1.9649 0.05 0.01 0.03
C 6.3842 0.0237 0.3609 0.05 -0.06 -0.05
C 3.9964 -0.1599 0.6569 0.09 -0.07 0.15
H 7.3133 1.7599 1.2069 0.07 0.04 0.01
H -4.1737 3.9096 -0.3806 -0.04 0.07 -0.12
H 1.9548 -0.6186 2.3467 -0.11 0.00 -0.02
C 1.7981 0.8903 -2.8281 0.05 0.09 0.00
H -3.7590 -3.4293 -1.2966 0.03 0.00 -0.16
C -1.2267 0.9087 0.7082 -0.05 -0.73 -0.30
H -4.7554 -3.2143 1.5843 0.03 -0.09 0.03
```
Forces are in eV/Å.

F_max: 0.01537 hartree/bohr
Energy relative to the best compared isomer or geometry (same formula, charge and spin): 9.4 kcal/mol
Kohn-Sham gap: 8.7 eV
LUMO energy: 0.347 eV
Energy: -39587.0780 eV

Mulliken atomic charge list, values in e, 2 entries: 0.251 -0.420

---

Entry 3:
Density functional theory data (wB97M-V/def2-TZVPD) for one molecule with the formula C4H4O2 in a non-equilibrium geometry.

```
10
Properties=species:S:1:pos:R:3:forces:R:3
H 1.6817 0.5381 -0.9153 -1.15 -0.13 0.39
O 0.7014 1.5907 0.6827 0.98 -0.23 1.64
H -1.1486 -1.6295 0.7556 -1.77 -3.78 -1.04
C 0.7612 0.6950 -0.3092 0.05 -1.30 0.42
H -0.2014 -0.6854 1.7009 2.01 0.99 2.95
O -2.5031 0.3277 -0.4122 1.27 0.22 1.00
H -0.6513 2.3699 -0.6635 -0.55 0.99 -0.77
C -0.4274 1.4911 -0.1401 -1.03 -0.95 -0.68
C -1.4354 0.3990 0.1922 -0.30 -0.78 -0.47
C -0.7116 -0.7424 0.8405 0.49 4.97 -3.43
```
Forces are in eV/Å.

F_max: 0.11785 hartree/bohr
Energy relative to the best compared isomer or geometry (same formula, charge and spin): 109.3 kcal/mol
Kohn-Sham gap (spin up / spin down): 8.5 / 8.4 eV
LUMO energy (spin up / spin down): -0.416 / -0.490 eV
Energy: -8302.3368 eV

Mulliken atomic charge list, values in e, 2 entries: 0.296 -0.321

---

Entry 4:
Density functional theory data (wB97M-V/def2-TZVPD) for C20H32N9PdS2 as an isolated structure in a non-equilibrium geometry.

```
64
Properties=species:S:1:pos:R:3:forces:R:3
C -0.6290 -0.9478 -4.4094 -0.08 -0.03 0.06
C -1.0024 -3.6241 2.3752 -0.01 -0.07 0.05
H 4.0994 1.2201 -1.7947 0.02 0.12 -0.05
H 1.1480 -1.5192 4.9359 0.01 0.00 0.00
C 1.4849 2.3106 -1.3634 -0.04 0.03 -0.03
N 2.5350 2.5769 -2.2110 -0.05 -0.06 -0.12
H 0.9794 -0.1257 3.8726 0.02 -0.01 0.01
H -2.8688 0.4777 5.9827 -0.04 0.00 0.04
H 4.4639 2.5143 -2.9191 0.01 0.01 0.01
C -2.7429 -1.3485 -3.3631 0.14 0.06 0.10
C -1.9453 -1.3747 -4.4980 0.11 0.05 0.04
H -0.8387 -2.7811 4.3842 0.02 -0.02 -0.01
C -2.5045 0.7424 4.9927 0.02 -0.07 0.00
H -1.3315 4.1012 -1.2613 0.01 -0.04 -0.01
C -2.9817 -0.8881 -0.9214 0.47 0.01 0.53
N -0.9188 -0.4482 -2.0982 -0.45 -0.18 -0.24
C -2.4376 -0.1284 2.3455 0.18 -0.01 0.14
H -2.3470 -1.7270 -5.4373 0.00 -0.02 -0.03
H -0.3398 -4.3569 -0.2611 -0.01 0.00 0.00
H 3.3779 1.1547 0.1920 -0.10 -0.05 0.03
C 2.2647 3.7849 -2.9829 0.01 0.04 -0.08
H 0.0254 -0.9612 -5.2674 0.03 0.00 -0.04
C -0.1591 -0.4918 -3.1844 -0.04 0.04 -0.04
N 1.3682 1.3896 -0.4590 -0.06 0.07 0.02
H -3.7686 -1.6868 -3.3907 -0.04 -0.01 0.00
H 0.2326 3.4888 -3.7339 0.04 -0.03 0.03
H 2.6020 3.6523 -4.0106 0.01 0.05 0.02
H 2.3949 -1.2082 3.7354 -0.01 0.01 0.00
N 0.4797 3.1943 -1.6541 0.03 -0.07 0.06
H 0.4840 -3.8935 3.9703 -0.02 0.01 -0.02
H -2.0594 -3.3453 2.4397 0.03 0.02 0.02
H -0.0429 -2.6780 -0.7569 -0.03 -0.01 0.03
C -0.6263 -3.3150 -0.0959 0.08 -0.05 -0.05
C 0.7546 3.9267 -2.8737 0.00 0.08 0.00
H -1.6887 -3.2084 -0.3269 0.03 -0.01 0.00
S -3.1155 -0.5568 3.9044 -0.06 0.11 -0.03
H -1.4189 0.7776 5.0065 0.00 0.00 -0.01
C -0.1931 -3.1297 3.5772 -0.07 -0.03 0.03
H 2.7659 -0.1537 -0.8475 0.00 0.01 0.04
C 3.9372 2.2738 -1.9970 0.12 -0.06 -0.03
N -3.0296 -0.7656 1.3712 0.17 -0.11 -0.37
C -2.1951 -0.8873 -2.1733 0.01 0.04 0.09
S -1.0966 0.9624 2.2340 -0.26 0.11 0.17
N -0.3598 -2.9451 1.2676 -0.05 0.08 0.03
H -1.4850 2.3954 -1.7162 0.05 0.05 0.07
C 1.3234 -1.1582 3.9245 -0.04 0.07 0.06
H 2.9773 -0.8132 1.5063 -0.03 0.01 0.01
H -4.0449 -1.1111 -0.9304 0.02 -0.05 0.00
C 2.4969 0.5568 -0.0554 0.01 -0.09 0.13
N 1.0164 -1.1361 0.8056 -0.23 0.18 -0.08
H -0.9353 -4.7058 2.2486 -0.02 0.01 0.00
N -2.3535 -0.6759 0.1857 -1.00 -0.03 -0.48
N 0.5637 -2.0081 3.0301 0.12 -0.09 -0.09
H -2.9134 1.7067 4.7032 0.03 0.02 0.00
H 0.4379 4.9650 -2.7709 0.00 -0.03 -0.05
H -0.8749 2.8714 -0.0920 0.01 0.00 -0.14
C 2.1023 -0.2424 1.1764 0.14 0.00 -0.03
Pd -0.5031 0.2887 0.0040 0.84 0.13 0.16
H 0.8578 -0.1348 -3.0627 0.01 0.00 -0.03
C 0.4621 -1.9528 1.6826 0.00 -0.08 0.01
C -0.8703 3.1181 -1.1578 -0.07 -0.07 0.14
H 4.3701 2.8745 -1.1912 0.02 -0.01 0.00
H 2.7877 4.6469 -2.5540 -0.03 -0.01 0.04
H 1.8287 0.4626 1.9689 0.03 -0.01 -0.08
```
Forces are in eV/Å.

F_max: 0.02160 hartree/bohr
Kohn-Sham gap (spin up / spin down): 6.7 / 7.0 eV
LUMO energy (spin up / spin down): -3.218 / -3.680 eV
Energy: -59814.9423 eV
Total charge: +1
2S+1: 3

Mulliken atomic charge list, values in e, 2 entries: -0.877 -0.581

---

Q: What is the formula in the first record?
A: C14H39BF4NO6

---

What did the third record say?
Density functional theory data (wB97M-V/def2-TZVPD) for one molecule with the formula C4H4O2 in a non-equilibrium geometry.

```
10
Properties=species:S:1:pos:R:3:forces:R:3
H 1.6817 0.5381 -0.9153 -1.15 -0.13 0.39
O 0.7014 1.5907 0.6827 0.98 -0.23 1.64
H -1.1486 -1.6295 0.7556 -1.77 -3.78 -1.04
C 0.7612 0.6950 -0.3092 0.05 -1.30 0.42
H -0.2014 -0.6854 1.7009 2.01 0.99 2.95
O -2.5031 0.3277 -0.4122 1.27 0.22 1.00
H -0.6513 2.3699 -0.6635 -0.55 0.99 -0.77
C -0.4274 1.4911 -0.1401 -1.03 -0.95 -0.68
C -1.4354 0.3990 0.1922 -0.30 -0.78 -0.47
C -0.7116 -0.7424 0.8405 0.49 4.97 -3.43
```
Forces are in eV/Å.

F_max: 0.11785 hartree/bohr
Energy relative to the best compared isomer or geometry (same formula, charge and spin): 109.3 kcal/mol
Kohn-Sham gap (spin up / spin down): 8.5 / 8.4 eV
LUMO energy (spin up / spin down): -0.416 / -0.490 eV
Energy: -8302.3368 eV

Mulliken atomic charge list, values in e, 2 entries: 0.296 -0.321

---

Q: Which formula does entry 3 have?
A: C4H4O2

---

Q: Which value of energy does entry 1 give?
A: -40472.6521 eV